{
  "formula": "C4H5NO",
  "method": "wB97M-V/def2-TZVPD",
  "homo_ha": [-0.32054, -0.32048],
  "species": ["H", "N", "H", "C", "C", "H", "O", "C", "C", "H", "H"],
  "positions_angstrom": [[0.1599, 0.3784, -1.4074], [-0.1613, -0.8231, 0.2616], [-2.0292, 1.4476, -0.7240], [-1.2246, 1.3579, 0.0136], [-0.2519, 0.3211, -0.4094], [-0.7289, 2.3356, 0.0979], [-0.6510, -1.0555, 1.3964], [2.2540, -1.6746, -0.0797], [1.1967, -1.1032, 0.0369], [3.1046, -2.2849, -0.1675], [-1.6685, 1.1006, 0.9816]],
  "lowdin_charge": [0.1330, -0.2561, 0.0860, -0.0458, -0.0885, 0.0895, -0.0471, 0.1553, -0.1289, 0.0241, 0.0784]
}

***

{
  "formula": "C4H5NO",
  "method": "wB97M-V/def2-TZVPD",
  "homo_ha": -0.38085,
  "species": ["H", "C", "N", "H", "H", "C", "H", "C", "C", "O", "H"],
  "positions_angstrom": [[1.9469, -1.3416, 2.6962], [-0.4129, 1.0550, 0.0741], [-0.6919, -0.1708, 0.7910], [0.6122, 0.4335, -3.4624], [0.3772, 1.5878, 0.6116], [-0.9653, -1.2889, 0.4154], [-1.3048, 1.6901, 0.1097], [0.3181, 0.6201, -2.4537], [-0.0094, 0.8392, -1.3176], [-1.2350, -2.4037, 0.1772], [1.3649, -1.0206, 2.3587]],
  "lowdin_charge": [0.0245, -0.2188, 0.0934, 0.0307, 0.1175, -0.3290, 0.1217, 0.1227, -0.1224, 0.1606, -0.0008]
}

***

{
  "formula": "C4H5NO",
  "method": "wB97M-V/def2-TZVPD",
  "homo_ha": -0.35507,
  "species": ["O", "H", "H", "H", "C", "N", "C", "H", "C", "H", "C"],
  "positions_angstrom": [[1.4917, 0.4218, -1.3705], [-1.6740, -0.9592, -0.2328], [-0.9019, -1.3878, 1.3073], [-2.2504, -0.2329, 1.2827], [2.2536, -0.5463, -0.8760], [-0.5497, 1.5223, -0.6557], [-1.3608, -0.5703, 0.7409], [3.0355, -0.6180, -1.6667], [-0.3814, 0.5622, 0.5732], [-0.0778, 1.0659, 1.4922], [0.4152, 0.7424, -0.5947]],
  "lowdin_charge": [-0.0379, 0.0809, 0.0777, 0.0754, 0.1310, 0.2453, -0.0701, 0.0220, -0.2364, 0.1222, -0.4102]
}

***

{
  "formula": "C4H5NO",
  "method": "wB97M-V/def2-TZVPD",
  "homo_ha": -0.37396,
  "species": ["N", "H", "C", "H", "H", "H", "O", "C", "H", "C", "C"],
  "positions_angstrom": [[-2.1533, -0.6669, -0.1555], [0.2685, -1.0439, 0.6318], [1.8353, 0.1831, 0.0187], [-3.1696, -0.7086, -0.1532], [0.2438, -0.6169, -1.0800], [4.1037, 0.1576, 0.0601], [-0.4643, 0.8431, 0.2055], [0.4365, -0.2259, -0.0758], [-2.3790, 1.3708, 0.3674], [-1.7597, 0.5002, 0.1364], [3.0382, 0.2074, 0.0446]],
  "lowdin_charge": [0.1085, 0.1293, -0.0950, 0.0522, 0.1290, 0.0287, -0.0601, -0.2247, 0.1333, -0.3195, 0.1183]
}

***

{
  "formula": "C4H5NO",
  "method": "wB97M-V/def2-TZVPD",
  "homo_ha": -0.34693,
  "species": ["H", "H", "O", "C", "H", "H", "N", "C", "H", "C", "C"],
  "positions_angstrom": [[2.9009, 0.6158, -0.3299], [-0.1414, -2.0630, 0.3516], [-2.3664, -0.7607, 0.7943], [-0.0940, -0.9848, 0.2752], [1.7539, -0.7335, -1.3792], [-2.0818, 1.6653, 0.3559], [-1.2184, 1.1498, 0.3208], [1.0215, -0.3663, 0.0072], [-0.4386, 1.5675, -0.1665], [1.9975, 0.1188, -0.6929], [-1.3333, -0.2089, 0.4634]],
  "lowdin_charge": [0.0754, 0.1249, 0.0455, -0.0381, 0.1113, 0.1060, 0.1501, -0.1387, 0.0891, 0.0349, -0.5605]
}

***

{
  "formula": "C4H5NO",
  "method": "wB97M-V/def2-TZVPD",
  "homo_ha": -0.35494,
  "species": ["C", "N", "C", "H", "H", "C", "O", "H", "H", "C", "H"],
  "positions_angstrom": [[0.3132, -0.8521, -0.9110], [-0.5850, -1.0580, -1.8273], [-1.3870, 0.4602, -0.3872], [1.1157, -0.4981, 1.7379], [0.6396, 1.1853, 2.0026], [0.8642, 0.4427, 1.2168], [-1.6476, -0.2516, -1.5157], [-2.2291, 1.1298, -0.1017], [1.8092, 0.7670, 0.7524], [-0.1264, 0.1264, 0.0780], [1.2332, -1.4516, -1.0448]],
  "lowdin_charge": [-0.1243, 0.0441, -0.0612, 0.0767, 0.0741, -0.0590, -0.0751, 0.1403, 0.0746, -0.2218, 0.1315]
}

***

{
  "formula": "C4H5NO",
  "method": "wB97M-V/def2-TZVPD",
  "homo_ha": -0.39064,
  "species": ["H", "O", "C", "C", "C", "H", "N", "C", "H", "H", "H"],
  "positions_angstrom": [[1.0687, -1.3433, -0.6769], [-1.2012, 1.4269, -1.4121], [-1.3745, -0.4665, 0.1291], [-0.1013, 0.2198, 0.3465], [1.0130, -0.8643, 0.3037], [0.5071, 2.2276, -0.9135], [-2.3458, -1.0667, -0.0329], [-0.2081, 1.3978, -0.7312], [-0.1304, 0.5941, 1.3846], [0.7838, -1.6657, 1.0229], [1.9886, -0.4597, 0.5798]],
  "lowdin_charge": [0.0861, 0.0549, -0.2519, -0.2710, -0.0592, 0.1287, 0.1778, -0.1754, 0.1451, 0.0893, 0.0756]
}

***

{
  "formula": "C4H5NO",
  "method": "wB97M-V/def2-TZVPD",
  "homo_ha": -0.32458,
  "species": ["O", "C", "H", "H", "H", "C", "H", "C", "C", "N", "H"],
  "positions_angstrom": [[1.7928, 1.4001, 0.0119], [0.6824, 1.0764, 0.2275], [-1.6713, -0.0770, -1.0775], [3.0970, -0.8001, -0.5094], [-2.5790, 0.2839, 0.3988], [-0.5713, 0.8595, 0.5506], [-0.8960, 1.5614, 1.3145], [-1.6227, -0.0873, 0.0152], [2.1571, -1.3064, -0.5996], [1.1098, -1.7845, -0.6795], [-1.4988, -1.1259, 0.3475]],
  "lowdin_charge": [0.1096, -0.2335, 0.0720, 0.0663, 0.0674, -0.1554, 0.1088, -0.1213, -0.0663, 0.0907, 0.0618]
}

***

{
  "formula": "C4H5NO",
  "method": "wB97M-V/def2-TZVPD",
  "homo_ha": -0.32809,
  "species": ["N", "C", "C", "H", "H", "H", "H", "C", "H", "C", "O"],
  "positions_angstrom": [[-0.3236, 0.7688, -0.7286], [1.0826, 0.5324, -0.4748], [-1.1479, -0.0261, 0.0202], [-0.4268, -1.9745, 0.7959], [1.6076, 1.4447, -0.1471], [-0.6933, 1.4233, -1.4033], [-0.4360, -0.8867, 1.9407], [-0.2123, -0.8970, 0.8648], [1.6285, 0.1887, -1.3715], [1.2014, -0.5410, 0.5774], [-2.3602, -0.0292, 0.0060]],
  "lowdin_charge": [0.0560, -0.2370, -0.4999, 0.1368, 0.1234, 0.1488, 0.1343, -0.1440, 0.1255, 0.1040, 0.0522]
}

***

{
  "formula": "C4H5NO",
  "method": "wB97M-V/def2-TZVPD",
  "homo_ha": -0.30925,
  "species": ["H", "N", "H", "C", "H", "C", "C", "C", "H", "O", "H"],
  "positions_angstrom": [[-1.8968, -0.2296, 0.1543], [0.9713, 0.6716, 1.6254], [-1.2039, -0.6889, -2.1433], [-0.0003, -0.1042, 1.1124], [-0.8895, 1.1631, -0.3402], [-0.8739, 0.0943, -0.0891], [1.4449, 0.9997, 0.4504], [-0.4423, -0.6454, -1.3396], [2.5389, 0.8588, 0.4273], [0.6403, -1.1532, -1.4844], [-0.2264, -0.9830, 1.7206]],
  "lowdin_charge": [0.1162, -0.0076, 0.1221, -0.1636, 0.1211, -0.1904, 0.0393, -0.2664, 0.0571, 0.0511, 0.1212]
}

***

Ordered relative energy (zero: lowest compared OMol25 entry of this formula, charge and spin) results: 561.4 279.8 508.0 242.3 236.1 177.7 120.6 182.9 290.9 457.6; unit kJ/mol.